The following is a quantum chemistry calculation of a molecular structure, C30H23IrN11OS, from the Open Molecules 2025 dataset.

Structure (XYZ):
```
67
Properties=species:S:1:pos:R:3:nbo_charge:R:1
Ir -0.0892 -0.1969 -0.1511 1.292
N -2.1550 -3.3303 -1.8048 -0.445
C -0.9233 -3.8211 -2.2430 0.094
C -0.5918 -4.9557 -2.9756 -0.184
C 0.7460 -5.1241 -3.2635 -0.156
C 1.7193 -4.1943 -2.8513 -0.150
C 1.3868 -3.0662 -2.1308 -0.274
C 0.0377 -2.8980 -1.8215 0.152
N -0.6387 -1.8799 -1.1494 -0.527
C -1.9352 -2.1879 -1.1630 0.387
C -2.7945 -1.2313 -0.4952 0.059
C -4.1253 -1.0675 -0.3246 -0.350
S -4.4495 0.3663 0.5579 0.722
C -2.8119 0.7218 0.6420 -0.133
N -2.0500 -0.1937 0.0647 -0.384
H -3.0545 -3.7593 -1.9746 0.463
H -1.3381 -5.6640 -3.3095 0.260
H 1.0583 -5.9889 -3.8326 0.262
H 2.7518 -4.3640 -3.1246 0.257
H 2.1406 -2.3367 -1.8569 0.231
H -4.9320 -1.6993 -0.6663 0.301
H -2.4203 1.6040 1.1281 0.281
C 2.4412 4.0175 2.5685 -0.246
N 1.6147 3.2074 1.6396 -0.104
C 1.2278 1.9589 1.7583 0.229
N 0.6470 1.5736 0.6009 -0.628
C 0.7100 2.7136 -0.1822 0.154
N 1.3056 3.6936 0.4171 -0.172
C 3.9048 3.7919 2.2866 0.005
C 4.7375 4.8461 1.9454 -0.195
C 6.0850 4.6069 1.7034 -0.172
C 6.5976 3.3218 1.7728 -0.130
C 5.7576 2.2640 2.1042 -0.098
C 4.4216 2.5071 2.3761 -0.229
C 6.2591 0.8900 2.1564 0.457
N 7.4452 0.4448 1.9781 -0.242
N 7.3725 -0.9363 2.1003 -0.241
C 6.1474 -1.2174 2.3388 0.431
O 5.3625 -0.1080 2.3958 -0.450
C 5.5158 -2.5251 2.5232 -0.015
C 6.2748 -3.6860 2.4619 -0.155
C 5.6565 -4.9179 2.6148 -0.172
C 4.2870 -4.9990 2.8190 -0.182
C 3.5304 -3.8364 2.8926 -0.075
C 2.0512 -3.9504 3.1779 -0.233
N 1.3012 -2.7841 2.6596 -0.104
C 1.1790 -2.3962 1.4110 0.231
N 0.4695 -1.2496 1.4103 -0.444
C 0.1695 -1.0149 2.7322 0.140
N 0.6740 -1.9308 3.4974 -0.166
C 4.1471 -2.6013 2.7526 -0.244
H 2.1562 3.7258 3.5795 0.238
H 2.1469 5.0502 2.4012 0.265
H 1.4009 1.3525 2.6301 0.246
H 0.3376 2.7804 -1.1938 0.240
H 4.3453 5.8529 1.8717 0.235
H 6.7360 5.4319 1.4490 0.249
H 7.6428 3.1260 1.5728 0.259
H 3.7957 1.6737 2.6771 0.194
H 7.3408 -3.6127 2.2923 0.261
H 6.2448 -5.8239 2.5685 0.249
H 3.8152 -5.9680 2.9315 0.231
H 1.8236 -3.9740 4.2429 0.270
H 1.6270 -4.8411 2.7161 0.242
H 1.5935 -2.9090 0.5558 0.270
H -0.4294 -0.1928 3.0878 0.240
H 3.5842 -1.6786 2.8409 0.202
```

Computed properties:
- LUMO (eV) = -11.448
- total energy (Ha) = -2336.1525
- HOMO energy (eV) = -14.98
- total charge = +3
- gap between HOMO and LUMO (eV) = 3.53